Record 1
The following is a quantum chemistry calculation of C36H41Br72IO2 as an isolated structure, from OMol25.

XYZ file:
```
152
Properties=species:S:1:pos:R:3:mulliken_charge:R:1
C 4.66 -0.77 1.19 -0.05
C 4.27 -0.18 0.22 -0.74
C 3.52 0.43 -0.91 -0.33
C 1.99 0.22 -0.70 -0.19
C 1.65 -1.28 -0.48 -1.17
C 0.11 -1.41 -0.30 1.44
C -0.52 -0.63 0.88 -1.80
C -1.02 0.78 0.49 0.47
C -2.03 1.39 1.49 -1.00
I -1.66 0.82 3.57 0.16
C -0.01 -2.90 0.23 -1.18
O -1.28 -3.41 -0.26 -0.43
C -1.88 -2.47 -1.09 0.41
O -3.04 -2.43 -1.34 -0.65
C -0.72 -1.55 -1.57 -0.61
H 4.74 -1.35 2.08 0.54
H 3.76 1.50 -0.89 0.11
H 3.81 -0.02 -1.87 0.38
H 1.41 0.61 -1.54 0.20
H 1.76 0.72 0.24 0.08
H 1.99 -1.88 -1.33 0.59
H 2.12 -1.61 0.46 0.34
H 0.21 -0.56 1.69 0.57
H -1.39 -1.18 1.26 0.75
H -0.20 1.50 0.38 0.07
H -1.52 0.69 -0.48 -0.12
H -1.88 2.47 1.48 0.54
H -3.07 1.19 1.19 -0.09
H -0.12 -2.95 1.31 0.29
H 0.72 -3.57 -0.24 0.46
H -0.26 -2.17 -2.35 0.49
H -1.23 -0.67 -1.98 0.34
C -2.51 -5.60 -3.82 -0.44
Br -1.64 -4.94 -2.23 0.19
Br -2.03 -4.57 -5.39 -0.06
Br -2.18 -7.49 -4.08 -0.03
H -3.57 -5.48 -3.68 0.42
C -6.40 -1.50 -0.22 -0.14
Br -5.37 -0.42 1.01 0.05
Br -7.59 -2.69 0.70 -0.03
Br -7.33 -0.41 -1.52 -0.04
H -5.69 -2.11 -0.77 0.21
C -4.84 3.09 -0.77 -0.03
Br -4.09 1.82 -2.01 0.14
Br -3.55 4.44 -0.25 -0.06
Br -6.46 3.89 -1.44 -0.03
H -5.10 2.55 0.13 0.14
C 8.69 -0.91 2.02 -0.36
Br 7.96 -2.23 3.22 0.00
Br 7.33 -0.23 0.83 0.01
Br 9.59 0.51 2.97 -0.02
H 9.43 -1.40 1.41 0.36
C 1.80 3.56 -3.83 0.14
Br 2.32 1.75 -4.25 0.03
Br -0.11 3.70 -3.55 0.10
Br 2.79 4.26 -2.34 -0.06
H 2.04 4.17 -4.69 -0.23
C -6.19 6.90 0.86 -0.09
Br -7.78 7.22 -0.18 0.00
Br -5.50 8.53 1.63 -0.06
Br -6.47 5.54 2.19 0.23
H -5.44 6.53 0.18 -0.02
C 10.66 -5.52 4.87 -0.31
Br 11.53 -3.95 4.18 -0.04
Br 10.67 -5.57 6.79 -0.01
Br 8.88 -5.73 4.16 -0.03
H 11.24 -6.37 4.53 0.39
C -10.67 9.28 -2.74 -0.37
Br -9.97 7.84 -3.82 -0.02
Br -9.34 10.64 -2.41 0.02
Br -12.28 10.03 -3.49 -0.03
H -10.93 8.86 -1.78 0.37
C -2.17 0.24 8.33 -0.37
Br -1.44 -1.07 7.11 -0.04
Br -0.85 1.57 8.78 0.03
Br -3.79 1.03 7.65 0.00
H -2.42 -0.29 9.24 0.37
C 2.83 0.96 7.90 0.19
Br 4.11 2.10 8.77 0.08
Br 3.05 0.95 5.98 -0.03
Br 2.85 -0.83 8.63 0.02
H 1.85 1.37 8.10 -0.22
C -5.32 3.65 -5.85 -0.42
Br -5.79 1.85 -5.35 -0.04
Br -6.86 4.81 -5.91 0.03
Br -3.92 4.38 -4.72 0.00
H -4.92 3.61 -6.86 0.36
C 3.05 5.11 -7.92 -0.35
Br 3.57 3.30 -8.34 0.04
Br 1.15 5.25 -7.64 0.03
Br 4.05 5.82 -6.43 -0.03
H 3.29 5.71 -8.78 0.33
C -0.51 5.40 -11.35 -0.15
Br -1.55 7.02 -11.52 -0.02
Br -1.13 4.03 -12.55 -0.01
Br 1.38 5.74 -11.57 -0.01
H -0.65 5.03 -10.34 0.17
C -5.58 8.14 6.07 -0.28
Br -4.46 6.60 5.74 -0.01
Br -7.41 7.80 5.59 -0.02
Br -5.41 8.77 7.88 -0.04
H -5.23 8.94 5.42 0.32
C 7.64 -8.38 7.26 0.14
Br 9.12 -9.32 8.06 -0.01
Br 6.27 -9.59 6.66 -0.03
Br 6.93 -7.03 8.44 0.00
H 8.02 -7.87 6.39 -0.11
C 7.98 2.76 9.68 -0.10
Br 9.26 3.90 10.55 -0.03
Br 8.21 2.75 7.76 0.01
Br 8.00 0.97 10.41 0.01
H 7.00 3.17 9.88 0.09
C -9.26 9.79 -7.11 0.41
Br -8.57 8.36 -8.20 -0.01
Br -7.93 11.15 -6.79 -0.01
Br -10.87 10.54 -7.86 -0.01
H -9.52 9.37 -6.15 -0.37
C 1.37 -0.33 -9.91 -0.37
Br 2.93 -1.29 -9.33 -0.02
Br 0.50 0.57 -8.45 0.04
Br 1.78 0.89 -11.35 0.00
H 0.67 -1.06 -10.30 0.36
C -1.99 -11.56 -4.44 -0.33
Br -1.13 -10.88 -2.85 0.03
Br -1.52 -10.54 -6.01 -0.04
Br -1.65 -13.45 -4.69 -0.06
H -3.06 -11.45 -4.30 0.38
C 2.67 -9.47 -1.07 0.26
Br 2.20 -11.27 -0.57 -0.04
Br 1.14 -8.30 -1.09 0.02
Br 4.10 -8.78 0.02 0.01
H 3.05 -9.51 -2.08 -0.23
C 3.28 -7.17 -5.06 -0.42
Br 4.07 -5.77 -3.99 0.00
Br 3.97 -8.91 -4.57 -0.05
Br 1.36 -7.11 -5.01 0.12
H 3.58 -7.00 -6.08 0.37
C 8.13 -9.71 0.27 -0.43
Br 8.19 -8.54 -1.26 0.00
Br 7.93 -8.73 1.92 0.06
Br 6.76 -11.06 0.07 -0.01
H 9.08 -10.23 0.31 0.37
C 2.74 3.30 12.66 -0.36
Br 2.22 5.02 11.96 -0.01
Br 1.77 1.86 11.81 0.02
Br 4.65 3.03 12.56 0.00
H 2.47 3.28 13.71 0.34
C -8.53 1.91 3.79 -0.35
Br -7.26 3.06 4.68 -0.03
Br -8.25 1.94 1.89 -0.01
Br -8.52 0.13 4.52 -0.04
H -9.52 2.32 3.97 0.37
```

Spin multiplicity: 1
LUMO energy in eV: -0.4371

Record 2
The following is a quantum chemistry calculation of C31H46BrIrN3OP2 as an isolated structure, from OMol25.

XYZ file:
```
85
Properties=species:S:1:pos:R:3:mulliken_spin:R:1
N -6.92 5.23 -6.55 0.11
C -6.72 5.74 -5.33 0.22
C -5.92 5.10 -4.37 0.27
C -5.25 3.89 -4.70 -0.10
C -5.48 3.38 -6.00 0.28
C -6.33 4.08 -6.87 0.22
C -4.33 3.26 -3.76 0.16
Ir -0.45 -0.27 -0.19 1.19
P 4.97 -0.74 -0.89 0.63
C -3.39 2.33 -4.08 -0.10
C -2.34 1.96 -3.15 0.15
C -1.14 1.38 -3.64 -0.07
C -0.08 1.17 -2.77 0.16
C -0.40 1.29 -1.40 -0.04
C -1.39 2.19 -0.93 0.10
C -2.45 2.37 -1.80 0.00
Br 1.78 0.94 -0.09 0.09
H -4.38 3.70 -2.76 0.01
H -3.33 1.96 -5.10 -0.01
H -5.82 5.56 -3.39 0.01
H -5.03 2.46 -6.36 0.01
H -7.20 6.69 -5.10 0.01
H -6.54 3.72 -7.89 0.01
H -1.04 1.16 -4.70 0.00
H -3.35 2.86 -1.46 -0.01
H 0.92 0.89 -3.05 0.01
H -1.38 2.63 0.06 0.01
P -0.50 -2.11 -1.32 0.11
C 4.84 1.10 -0.80 0.08
C 6.12 1.83 -1.23 0.02
H 4.62 1.36 0.24 -0.01
H 3.99 1.43 -1.42 0.03
H 6.03 2.88 -0.95 0.00
H 7.00 1.41 -0.72 0.00
H 6.28 1.78 -2.31 0.00
C 4.27 -1.28 -2.50 0.08
C 5.25 -2.27 -3.15 0.02
H 4.11 -0.39 -3.13 0.00
H 3.29 -1.75 -2.34 0.01
H 5.01 -2.39 -4.21 0.00
H 6.28 -1.91 -3.06 0.00
H 5.19 -3.26 -2.68 0.00
C 3.90 -1.57 0.33 0.10
C 4.74 -1.94 1.56 0.02
H 3.48 -2.48 -0.13 0.00
H 3.06 -0.90 0.59 0.03
H 4.18 -2.66 2.17 0.00
H 5.69 -2.40 1.26 0.00
H 4.96 -1.06 2.18 0.00
C -0.22 -3.49 -0.15 0.01
C -1.37 -4.47 0.09 0.01
H 0.07 -3.02 0.81 0.01
H 0.66 -4.03 -0.53 0.01
H -2.20 -4.01 0.65 0.00
H -1.77 -4.88 -0.85 0.00
H -1.00 -5.31 0.69 0.00
C 0.63 -2.30 -2.73 0.01
C -0.06 -2.30 -4.09 0.01
H 1.19 -3.23 -2.55 0.00
H 1.34 -1.46 -2.65 0.00
H -0.82 -3.09 -4.16 0.00
H -0.54 -1.33 -4.30 0.00
H 0.69 -2.48 -4.88 0.00
C -2.27 -2.17 -1.78 -0.03
C -3.02 -1.43 -0.68 0.19
H -2.59 -3.21 -1.87 0.00
H -2.41 -1.69 -2.76 0.00
H -3.74 -0.75 -1.14 0.00
H -3.56 -2.13 -0.03 0.00
H -2.35 -0.79 -0.02 -0.05
N -2.43 2.52 6.08 0.12
C -2.26 1.20 5.71 0.02
O -2.66 0.29 6.42 0.87
C -1.62 0.96 4.37 0.01
C -1.15 1.94 3.49 0.01
C -0.63 1.57 2.25 0.00
N -0.74 0.30 1.79 0.05
C -1.09 -0.68 2.66 -0.01
C -1.53 -0.38 3.94 -0.01
H -2.74 2.67 7.04 -0.01
H -1.86 3.25 5.68 0.00
H -1.15 3.00 3.73 0.00
H -0.14 2.30 1.59 0.00
H -1.03 -1.71 2.27 -0.02
H -1.81 -1.20 4.59 0.00
```

Spin multiplicity: 6
Net charge: +4
LUMO energy (spin up / spin down) in eV: -11.4670 / -14.7906
Relative energy (zero: lowest compared OMol25 entry of this formula, charge and spin) in kJ/mol: 196.05

Calculated total energy, respectively: -5093241.955, -130823.955 eV.
Max |F|, respectively: 3.0, 5.0 eV/A.